Entry 1:
C11H15ClN2O3S in the gas phase. Source: the OMol25 dataset; level of theory: the ωB97M-V functional and the def2-TZVPD basis.

Geometry (Å):
1 C 0.46 0.34 6.28
2 C 0.99 -0.67 5.28
3 O 0.78 -0.09 4.10
4 C 1.12 -1.19 3.22
5 O 1.56 -2.32 3.52
6 C 1.02 -0.66 1.78
7 S 1.36 -1.75 0.36
8 C 0.86 -0.68 -0.65
9 N 0.94 -0.73 -1.92
10 C 0.26 0.27 -2.97
11 O 0.50 -0.41 -4.19
12 C -0.26 1.46 -2.62
13 C -0.95 2.03 -3.76
14 C -2.23 1.50 -4.44
15 Cl -3.48 1.24 -3.30
16 N 0.20 0.56 -0.05
17 C 0.43 0.47 1.35
18 C -0.32 1.66 2.21
19 H 0.81 0.09 7.31
20 H -0.46 0.64 6.20
21 H 1.05 1.29 6.07
22 H 0.57 -1.66 5.43
23 H 2.10 -0.82 5.51
24 H 1.47 -1.52 -2.35
25 H 0.44 1.85 -2.12
26 H -1.21 0.98 -1.88
27 H -1.07 3.19 -3.50
28 H -0.09 1.97 -4.52
29 H -1.91 0.37 -4.68
30 H -2.34 1.97 -5.48
31 H -0.48 2.24 1.40
32 H -1.04 1.11 2.91
33 H 0.52 1.94 2.74

## Properties
charge: 0
energy above the lowest of the compared OMol25 structures with the same formula, charge and spin: 167.42 kcal per mole
max |F|: 15.6 eV Å⁻¹
structure (SMILES): CCOC(=O)c1sc(NC(=O)CCCCl)nc1C
highest occupied orbital energy: -8.4 eV



Entry 2:
A molecular structure, C16H17AlClF9N5O2S. Source: the OMol25 dataset; level of theory: the ωB97M-V functional and the def2-TZVPD basis.

Geometry (Å):
1 C 3.03 -0.56 3.21
2 C 3.63 -0.98 1.77
3 C 5.12 -0.46 1.51
4 C 5.92 -0.80 0.20
5 C 5.17 -1.69 -0.85
6 C 3.71 -2.18 -0.60
7 C 2.86 -1.86 0.70
8 C 1.38 -2.40 0.97
9 C 0.24 -1.96 -0.08
10 Cl -1.15 -3.16 0.28
11 C 0.60 -2.33 -1.62
12 N 0.91 -2.34 -2.79
13 C -0.25 -0.40 0.06
14 C 0.25 0.27 1.45
15 N 0.17 0.67 2.60
16 C -1.82 -0.18 -0.24
17 C -2.82 -0.03 1.00
18 N -4.20 -0.29 0.40
19 N -2.94 1.38 1.55
20 N -2.70 -1.00 2.11
21 S 0.62 0.70 -1.24
22 O -0.05 0.61 -2.60
23 O 2.10 0.43 -1.34
24 C 0.51 2.53 -0.77
25 F 1.64 2.78 0.10
26 F -0.67 2.86 -0.03
27 C 0.68 3.52 -2.04
28 F 1.71 3.03 -2.87
29 F -0.59 3.61 -2.69
30 F 1.06 4.80 -1.54
31 H 2.85 0.58 3.15
32 H 3.82 -0.71 4.02
33 H 2.04 -1.06 3.47
34 H 5.69 0.17 2.30
35 H 6.99 -0.45 -0.01
36 H 5.70 -2.01 -1.82
37 H 3.25 -2.84 -1.43
38 H 1.05 -2.26 2.07
39 H 1.45 -3.56 0.86
40 H -2.28 -0.96 -0.97
41 H -1.93 0.82 -0.84
42 H -4.24 0.35 -0.43
43 H -4.93 0.01 1.06
44 H -2.02 1.76 1.82
45 H -3.42 1.99 0.87
46 H -1.75 -1.34 2.30
47 H -3.16 -0.58 2.93
48 F -7.73 1.40 -1.82
49 Al -6.64 1.10 -3.19
50 F -7.27 -0.25 -4.17
51 F -5.02 0.70 -2.59
52 F -6.55 2.57 -4.20

## Properties
charge: -1
energy above the lowest of the compared OMol25 structures with the same formula, charge and spin: 138.76 kcal per mole
max |F|: 7.0 eV Å⁻¹
highest occupied orbital energy: -7.3 eV



Entry 3:
A molecular structure, C26H74MgO12. Source: the OMol25 dataset; level of theory: the ωB97M-V functional and the def2-TZVPD basis.

Geometry (Å):
1 Mg 0.43 -0.11 0.08
2 C 1.15 2.35 3.01
3 C 0.00 2.50 2.03
4 C 0.23 3.75 1.17
5 O -0.14 1.27 1.34
6 H 2.07 1.93 2.63
7 H 0.93 1.64 3.82
8 H 1.28 3.27 3.57
9 H -0.81 2.62 2.74
10 H 0.43 4.61 1.81
11 H -0.69 3.97 0.64
12 H 1.05 3.62 0.46
13 C 4.36 -1.16 -0.76
14 C 3.41 0.04 -0.58
15 C 3.84 1.30 -1.29
16 O 2.10 -0.31 -0.96
17 H 5.40 -0.89 -0.61
18 H 4.29 -1.60 -1.76
19 H 4.20 -1.97 -0.05
20 H 3.48 0.33 0.47
21 H 4.09 1.14 -2.34
22 H 4.67 1.75 -0.74
23 H 3.00 1.99 -1.24
24 C 4.14 -4.87 -0.55
25 C 2.71 -4.33 -0.35
26 O 2.69 -3.71 0.95
27 H 4.27 -5.26 -1.56
28 H 4.25 -5.70 0.15
29 H 4.98 -4.22 -0.31
30 H 2.07 -5.20 -0.25
31 H 2.31 -3.71 -1.15
32 H 3.09 -4.30 1.59
33 C -0.19 -2.94 3.03
34 C 0.67 -1.70 2.82
35 O 1.05 -1.52 1.47
36 H 0.01 -3.72 2.29
37 H -1.22 -2.59 3.00
38 H -0.05 -3.33 4.04
39 H 1.60 -1.96 3.33
40 H 0.24 -0.78 3.22
41 H 1.76 -2.14 1.30
42 C 4.19 -0.49 3.56
43 C 4.56 -1.97 3.71
44 O 5.34 -2.21 4.87
45 H 4.04 -0.01 4.53
46 H 3.31 -0.40 2.93
47 H 5.04 -0.01 3.07
48 H 5.06 -2.31 2.81
49 H 3.66 -2.58 3.81
50 H 6.00 -1.51 4.92
51 C -2.64 1.10 -2.88
52 C -1.96 1.38 -1.54
53 O -0.62 0.88 -1.60
54 H -3.63 1.53 -2.98
55 H -2.77 0.03 -3.07
56 H -2.01 1.46 -3.70
57 H -2.53 0.91 -0.74
58 H -1.89 2.45 -1.35
59 H -0.09 1.38 -2.23
60 C -5.32 -1.62 -1.62
61 C -4.97 -0.64 -0.42
62 O -3.81 -1.11 0.25
63 H -4.68 -1.57 -2.50
64 H -6.26 -1.23 -2.00
65 H -5.39 -2.66 -1.29
66 H -5.76 -0.58 0.33
67 H -4.78 0.41 -0.64
68 H -3.69 -0.63 1.07
69 C -1.01 -2.72 -2.13
70 C -0.97 -2.76 -0.64
71 O -1.07 -1.44 -0.09
72 H -1.98 -2.33 -2.42
73 H -0.89 -3.71 -2.58
74 H -0.25 -2.07 -2.56
75 H -0.02 -3.17 -0.29
76 H -1.81 -3.36 -0.29
77 H -1.98 -1.29 0.17
78 C -4.15 -0.12 4.22
79 C -2.59 -0.06 3.91
80 O -2.53 -0.04 2.47
81 H -4.74 -0.83 3.65
82 H -4.53 0.86 3.91
83 H -4.37 -0.32 5.27
84 H -2.04 -0.90 4.33
85 H -2.22 0.91 4.26
86 H -1.77 0.51 2.25
87 C -4.00 3.80 0.99
88 C -5.40 3.32 0.75
89 O -5.54 3.04 -0.64
90 H -3.86 3.78 2.07
91 H -3.91 4.84 0.68
92 H -3.23 3.09 0.69
93 H -6.19 4.00 1.09
94 H -5.54 2.39 1.30
95 H -6.27 2.42 -0.75
96 C 0.67 4.67 -2.47
97 C 1.52 3.64 -3.27
98 O 0.80 2.45 -3.36
99 H 0.37 4.35 -1.48
100 H -0.28 4.84 -2.98
101 H 1.16 5.64 -2.38
102 H 2.52 3.47 -2.85
103 H 1.72 4.03 -4.27
104 H 1.26 1.78 -3.87
105 C 1.05 -0.12 -6.14
106 C 1.22 -0.58 -4.72
107 O 2.17 0.27 -4.07
108 H 0.23 -0.70 -6.56
109 H 1.94 -0.39 -6.73
110 H 0.79 0.93 -6.23
111 H 1.60 -1.61 -4.69
112 H 0.28 -0.55 -4.19
113 H 2.22 0.01 -3.15

## Properties
charge: 0
energy above the lowest of the compared OMol25 structures with the same formula, charge and spin: 0.00 kcal per mole
max |F|: 2.7 eV Å⁻¹
highest occupied orbital energy: -8.1 eV



Entry 4:
A molecular structure, C10H7N2O5Tl. Source: the OMol25 dataset; level of theory: the ωB97M-V functional and the def2-TZVPD basis.

Geometry (Å):
1 O -0.05 -0.03 -7.21
2 C 0.24 -0.02 -6.11
3 Tl -0.81 -0.05 -1.52
4 O 1.67 -0.05 -3.19
5 C 0.74 -0.05 -2.52
6 C -2.56 -0.06 -0.91
7 O -3.66 -0.07 -0.59
8 C -0.89 -1.89 -1.70
9 O -0.96 -3.03 -1.86
10 C -0.93 1.78 -1.74
11 O -1.02 2.91 -1.92
12 H -1.50 -0.07 -2.94
13 N 1.44 0.09 4.45
14 C 0.99 0.06 3.11
15 C 1.02 -1.12 2.37
16 C 0.55 -1.13 1.05
17 N 0.05 0.01 0.49
18 C 0.01 1.17 1.20
19 C 0.48 1.22 2.51
20 H 1.79 -0.77 4.90
21 H 1.39 0.96 5.00
22 H 1.40 -2.03 2.81
23 H 0.57 -2.06 0.50
24 H -0.39 2.08 0.77
25 H 0.44 2.15 3.06

## Properties
charge: +2
max |F|: 18.2 eV Å⁻¹
highest occupied orbital energy: -15.6 eV



Entry 5:
2 unconnected molecules or ions with the total composition C5H8O2. Source: the OMol25 dataset; level of theory: the ωB97M-V functional and the def2-TZVPD basis.

Geometry (Å):
1 C -0.31 -1.88 0.12
2 C -0.88 -0.52 0.03
3 C -1.76 0.35 0.45
4 C -1.11 0.68 -0.83
5 O -0.20 1.74 -0.99
6 H -0.64 -2.41 1.02
7 H -0.65 -2.44 -0.76
8 H 0.78 -1.88 0.10
9 H -2.54 0.59 1.16
10 H -1.65 0.57 -1.78
11 H 0.16 1.91 -0.10
12 C 2.21 0.82 0.38
13 O 1.36 1.12 1.20
14 H 2.09 1.05 -0.69
15 H 3.13 0.30 0.69

## Properties
charge: 0
energy above the lowest of the compared OMol25 structures with the same formula, charge and spin: 82.97 kcal per mole
max |F|: 0.7 eV Å⁻¹
structure (SMILES): CC1=C[C@H]1O.C=O
highest occupied orbital energy: -9.0 eV



Entry 6:
7 unconnected molecules or ions with the total composition C45H90FNO15P2S. Source: the OMol25 dataset; level of theory: the ωB97M-V functional and the def2-TZVPD basis.

Geometry (Å):
1 C -4.82 4.07 -3.92
2 C -3.49 4.38 -3.07
3 O -2.45 5.08 -3.79
4 P -1.69 4.13 -4.97
5 O -0.29 4.77 -5.19
6 C -1.34 2.35 -4.42
7 C 0.15 2.19 -3.85
8 C 0.46 0.66 -3.38
9 C 0.44 0.50 -1.76
10 P -0.78 1.70 -0.92
11 O -0.12 3.07 -0.59
12 C 0.22 -1.04 -1.29
13 C -1.31 -1.49 -1.38
14 O -2.16 -1.08 -0.28
15 C -3.49 -0.84 -0.69
16 C -4.54 -2.02 -0.40
17 O -3.87 0.23 -1.20
18 C 0.99 -1.42 0.06
19 C 1.30 -0.15 1.03
20 C 0.30 -2.49 1.01
21 C 0.12 -3.97 0.45
22 S 1.06 -2.03 -2.66
23 O 1.66 -3.32 -2.19
24 O -0.04 -2.43 -3.64
25 O 2.27 -1.14 -3.32
26 C 1.77 0.05 -4.06
27 C 1.62 -0.45 -5.56
28 C 1.31 0.64 -6.67
29 N 2.46 1.52 -7.06
30 C 3.07 1.04 -4.00
31 C 4.02 0.75 -2.76
32 F 5.03 -0.21 -3.13
33 O -2.50 4.24 -6.46
34 C -3.31 3.08 -6.76
35 C -4.51 3.49 -7.76
36 H -5.72 4.32 -3.28
37 H -4.86 2.93 -4.08
38 H -4.81 4.59 -4.92
39 H -3.13 3.43 -2.56
40 H -3.82 5.09 -2.22
41 H -2.15 1.90 -3.76
42 H -1.36 1.73 -5.39
43 H 0.83 2.46 -4.74
44 H 0.43 2.96 -3.07
45 H -0.47 0.09 -3.74
46 H 1.48 0.89 -1.45
47 H -1.22 1.18 0.35
48 H -1.97 1.93 -1.68
49 H -1.73 -0.99 -2.33
50 H -1.47 -2.61 -1.54
51 H -4.20 -2.97 -0.92
52 H -5.56 -1.64 -0.70
53 H -4.58 -2.22 0.74
54 H 2.05 -1.83 -0.17
55 H 2.02 0.59 0.58
56 H 0.35 0.30 1.47
57 H 1.85 -0.62 1.93
58 H -0.70 -2.15 1.47
59 H 1.00 -2.59 1.92
60 H -0.63 -4.53 1.11
61 H -0.22 -4.06 -0.63
62 H 1.10 -4.56 0.54
63 H 2.64 -0.92 -5.84
64 H 0.87 -1.29 -5.71
65 H 1.04 0.05 -7.62
66 H 0.41 1.30 -6.47
67 H 2.37 1.71 -8.07
68 H 2.27 2.43 -6.61
69 H 3.68 0.75 -4.93
70 H 2.81 2.13 -4.12
71 H 4.57 1.74 -2.54
72 H 3.51 0.46 -1.80
73 H -2.64 2.36 -7.38
74 H -3.67 2.49 -5.86
75 H -5.04 2.55 -8.13
76 H -4.09 4.10 -8.64
77 H -5.22 4.16 -7.17
78 C 0.03 -4.17 6.43
79 C 0.17 -5.51 5.75
80 C -0.09 -5.15 4.30
81 O 0.37 -3.81 4.12
82 C 0.63 -3.23 5.40
83 H 0.53 -4.11 7.40
84 H -1.03 -3.93 6.58
85 H 1.19 -5.89 5.87
86 H -0.52 -6.27 6.13
87 H -1.16 -5.18 4.07
88 H 0.43 -5.82 3.61
89 H 1.72 -3.15 5.52
90 H 0.20 -2.23 5.45
91 C 5.28 3.91 0.99
92 C 6.06 2.84 1.71
93 C 5.12 1.66 1.65
94 O 4.36 1.80 0.44
95 C 4.58 3.11 -0.09
96 H 5.89 4.72 0.59
97 H 4.54 4.35 1.67
98 H 6.98 2.62 1.16
99 H 6.34 3.11 2.74
100 H 4.41 1.66 2.49
101 H 5.65 0.70 1.64
102 H 5.21 3.02 -0.98
103 H 3.62 3.55 -0.39
104 C -8.29 0.48 -4.32
105 C -9.34 1.33 -5.00
106 C -8.70 2.70 -4.98
107 O -7.28 2.50 -5.05
108 C -7.01 1.11 -4.83
109 H -8.37 -0.58 -4.56
110 H -8.36 0.60 -3.24
111 H -9.48 1.00 -6.03
112 H -10.31 1.31 -4.50
113 H -8.92 3.23 -4.05
114 H -9.02 3.33 -5.82
115 H -6.70 0.67 -5.79
116 H -6.18 1.00 -4.13
117 C -4.08 -1.90 9.25
118 C -4.57 -1.16 8.02
119 C -4.11 -2.07 6.90
120 O -4.10 -3.41 7.42
121 C -4.27 -3.35 8.84
122 H -4.61 -1.64 10.16
123 H -3.01 -1.69 9.40
124 H -5.67 -1.12 8.03
125 H -4.19 -0.15 7.94
126 H -3.08 -1.82 6.59
127 H -4.75 -2.02 6.02
128 H -5.28 -3.70 9.08
129 H -3.55 -4.02 9.32
130 C 2.80 0.32 8.61
131 C 3.58 -0.74 9.34
132 C 2.63 -1.92 9.29
133 O 1.86 -1.79 8.09
134 C 2.09 -0.48 7.54
135 H 3.42 1.12 8.20
136 H 2.07 0.78 9.28
137 H 4.50 -0.98 8.78
138 H 3.86 -0.46 10.36
139 H 1.93 -1.90 10.14
140 H 3.14 -2.88 9.30
141 H 2.72 -0.60 6.65
142 H 1.14 -0.04 7.24
143 C 7.27 -1.52 -1.19
144 C 8.65 -0.98 -1.51
145 C 8.74 0.22 -0.59
146 O 7.95 -0.08 0.57
147 C 7.16 -1.25 0.30
148 H 7.13 -2.57 -1.45
149 H 6.51 -0.93 -1.73
150 H 9.41 -1.72 -1.23
151 H 8.79 -0.73 -2.56
152 H 8.32 1.11 -1.06
153 H 9.77 0.43 -0.28
154 H 7.58 -2.08 0.88
155 H 6.13 -1.09 0.62

## Properties
charge: 0
max |F|: 6.5 eV Å⁻¹
structure (SMILES): CCOP(=O)(CC[C@@H]1[C@@H]([PH2]=O)[C@](COC(C)=O)([C@@H](C)CC)S(=O)(=O)O[C@]1(CCN)CCF)OCC.C1CCOC1.C1CCOC1.C1CCOC1.C1CCOC1.C1CCOC1.C1CCOC1
highest occupied orbital energy: -9.3 eV